ORCA calculation (wB97M-V/def2-TZVPD) on a 2-piece molecular cluster, C7H19N overall in a non-equilibrium geometry.

Calculated total energy = -9056.585 eV
Total charge = 0
LUMO energy = 0.97 eV
Kohn-Sham gap = 9.6309 eV
Energy above the lowest of the compared OMol25 structures with the same formula, charge and spin = 94.33 kJ/mol
HOMO = -8.66 eV
2S+1 = 1
Structure (SMILES) = CN(C)C.CCCC

Cartesian coordinates (Å):
C: 2.033 -0.706 -0.405
N: 0.937 -0.471 0.523
C: 0.804 -1.599 1.432
C: 1.177 0.749 1.277
H: 1.832 -1.621 -0.987
H: 2.998 -0.825 0.116
H: 2.112 0.144 -1.103
H: 1.716 -1.757 2.032
H: -0.041 -1.422 2.117
H: 0.602 -2.516 0.853
H: 2.105 0.694 1.871
H: 1.255 1.602 0.582
H: 0.332 0.930 1.962
C: -0.787 -1.027 -1.868
C: -0.870 0.418 -1.377
C: -1.681 0.553 -0.090
C: -1.764 1.998 0.401
H: -0.197 -1.093 -2.798
H: -1.799 -1.418 -2.066
H: -0.309 -1.659 -1.102
H: 0.151 0.806 -1.198
H: -1.337 1.047 -2.160
H: -2.702 0.165 -0.270
H: -1.215 -0.076 0.692
H: -2.242 2.631 -0.365
H: -0.752 2.389 0.599
H: -2.355 2.064 1.330



ORCA calculation (wB97M-V/def2-TZVPD) on a 2-piece molecular cluster, CH11N7 overall in a non-equilibrium geometry.

Calculated total energy = -11622.527 eV
Total charge = +2
LUMO energy (spin up / spin down) = -9.08 / -10.93 eV
Kohn-Sham gap (spin up / spin down) = 8.4546 / 4.8961 eV
Energy above the lowest of the compared OMol25 structures with the same formula, charge and spin = 181.34 kJ/mol
HOMO (spin up / spin down) = -17.54 / -15.82 eV
2S+1 = 1

Cartesian coordinates (Å):
C: 0.137 -0.455 -0.704
N: -1.878 0.360 -1.544
N: -0.645 0.496 -1.244
N: 2.252 -1.265 -0.282
N: -1.094 -0.474 1.402
N: 1.478 -0.240 -0.421
N: -1.465 0.875 1.574
N: 1.916 1.089 -0.264
H: -0.111 -1.528 -0.641
H: -2.307 1.226 -1.680
H: 3.213 -1.079 0.128
H: 2.009 -2.280 -0.247
H: -1.827 -1.096 1.230
H: -1.911 1.231 0.752
H: -0.838 1.504 2.144
H: -2.488 -0.463 -1.619
H: 2.854 1.247 -0.025
H: 1.357 1.766 -0.765
H: -0.653 -0.915 2.207



ORCA calculation (wB97M-V/def2-TZVPD) on C3H6N2OS2 as an isolated structure in a non-equilibrium geometry.

Calculated total energy = -29903.294 eV
Total charge = 0
LUMO energy (spin up / spin down) = -0.02 / -0.02 eV
Kohn-Sham gap (spin up / spin down) = 7.2266 / 7.2258 eV
Energy above the lowest of the compared OMol25 structures with the same formula, charge and spin = 388.87 kJ/mol
HOMO (spin up / spin down) = -7.25 / -7.25 eV
2S+1 = 1

Cartesian coordinates (Å):
C: 3.168 -0.074 -0.056
C: 0.315 -0.399 0.053
C: -1.507 0.995 -0.008
N: 2.415 -1.276 0.025
N: 1.189 -1.204 0.644
O: -0.635 0.165 0.741
S: 4.765 -0.042 -0.154
S: 2.345 1.338 -0.113
H: 0.425 -0.306 -0.988
H: -1.044 1.866 -0.239
H: -2.423 1.177 0.539
H: -1.718 0.462 -0.847
H: 3.124 -1.974 0.276
H: 1.123 -1.097 1.747



ORCA calculation (wB97M-V/def2-TZVPD) on C33H42ClF5MoN4O3S2SbSi3Te as an isolated structure in a non-equilibrium geometry.

Calculated total energy = -134112.429 eV
Total charge = -1
LUMO energy (spin up / spin down) = 0.07 / -0.02 eV
Kohn-Sham gap (spin up / spin down) = 5.4921 / 5.4021 eV
HOMO (spin up / spin down) = -5.43 / -5.42 eV
2S+1 = 1

Cartesian coordinates (Å):
Mo: -0.747 1.882 -1.344
S: 1.845 1.480 -1.500
C: 2.479 2.969 -1.974
C: 3.899 3.033 -2.186
N: 5.038 3.069 -2.341
C: 1.704 4.100 -2.105
S: 0.047 4.046 -1.721
C: 2.246 5.357 -2.515
N: 2.681 6.368 -2.848
C: 1.462 0.185 3.482
Sb: 1.345 0.238 1.319
C: -0.549 1.299 0.789
C: -1.798 0.715 1.428
C: -3.110 0.980 1.007
C: -4.178 0.598 1.795
C: -3.942 -0.055 2.994
C: -2.626 -0.326 3.312
N: -1.589 0.026 2.558
Si: -0.375 2.983 1.789
C: 1.379 3.651 1.716
C: -1.588 4.334 1.312
C: -0.851 2.724 3.592
C: 1.664 -2.011 1.067
C: 1.317 -2.305 -0.366
C: 1.566 -3.559 -0.951
C: 1.347 -3.758 -2.297
C: 0.899 -2.697 -3.069
C: 0.683 -1.494 -2.430
N: 0.862 -1.300 -1.120
Si: 0.891 -3.269 2.266
C: 1.702 -3.232 3.962
C: 1.044 -5.080 1.731
C: -0.952 -3.055 2.457
Si: 3.595 -2.057 1.067
C: 4.240 -1.316 -0.528
C: 4.433 -1.136 2.475
C: 4.284 -3.809 1.184
H: 1.567 1.208 3.840
H: 2.361 -0.366 3.739
H: 0.586 -0.266 3.940
H: -3.335 1.481 0.082
H: -5.182 0.832 1.460
H: -4.744 -0.358 3.653
H: -2.388 -0.860 4.228
H: 1.770 3.723 0.700
H: 2.083 3.056 2.301
H: 1.366 4.660 2.139
H: -1.380 4.853 0.382
H: -1.543 5.066 2.125
H: -2.610 3.954 1.266
H: -0.386 1.880 4.092
H: -1.935 2.597 3.661
H: -0.591 3.642 4.129
H: 1.956 -4.363 -0.350
H: 1.543 -4.726 -2.741
H: 0.730 -2.788 -4.133
H: 0.368 -0.628 -2.995
H: 2.757 -3.511 3.921
H: 1.194 -3.974 4.585
H: 1.622 -2.270 4.463
H: 2.051 -5.431 1.510
H: 0.401 -5.304 0.878
H: 0.670 -5.666 2.576
H: -1.179 -2.348 3.248
H: -1.404 -4.017 2.710
H: -1.423 -2.682 1.545
H: 4.087 -0.236 -0.555
H: 3.770 -1.740 -1.417
H: 5.315 -1.507 -0.596
H: 4.235 -0.064 2.464
H: 5.508 -1.273 2.330
H: 4.182 -1.530 3.461
H: 4.111 -4.398 0.282
H: 3.905 -4.368 2.040
H: 5.367 -3.716 1.308
Cl: -4.393 -1.040 -6.997
C: -3.276 -0.346 -5.859
C: -2.303 0.551 -6.319
C: -1.404 1.121 -5.455
C: -1.466 0.825 -4.085
O: -0.579 1.368 -3.271
C: -2.431 -0.093 -3.638
C: -2.494 -0.449 -2.262
O: -1.799 0.028 -1.347
C: -3.344 -0.672 -4.535
H: -2.277 0.801 -7.371
H: -0.666 1.833 -5.797
H: -3.193 -1.242 -1.975
H: -4.100 -1.353 -4.168
F: -5.848 3.245 -0.819
Te: -4.699 3.303 -2.463
F: -3.561 2.752 -3.977
F: -6.184 2.430 -3.193
F: -4.284 1.417 -1.968
F: -5.325 4.646 -3.753
O: -2.129 2.733 -1.026



ORCA calculation (wB97M-V/def2-TZVPD) on C27H30InNO as an isolated structure in a non-equilibrium geometry.

Calculated total energy = -37191.010 eV
Total charge = 0
LUMO energy = -2.15 eV
Kohn-Sham gap = 5.1590 eV
HOMO = -7.30 eV
2S+1 = 1

Cartesian coordinates (Å):
C: -2.276 0.336 2.498
C: -1.225 1.222 2.077
C: -1.541 1.648 0.712
H: -0.514 1.731 2.735
C: -2.774 1.016 0.357
C: -3.206 0.221 1.445
H: -4.143 -0.330 1.480
H: -2.342 -0.114 3.490
H: -1.030 2.440 0.168
H: -3.315 1.187 -0.573
C: 1.106 -2.262 0.864
C: 1.332 -1.790 2.230
C: 0.275 -2.294 3.036
H: 2.237 -1.288 2.570
C: -0.594 -3.064 2.218
C: -0.106 -3.051 0.892
H: -0.511 -3.589 0.038
H: 1.849 -2.245 0.065
H: 0.191 -2.166 4.116
H: -1.457 -3.625 2.570
In: 0.005 -0.233 0.720
O: -1.083 -1.199 -1.245
C: -1.036 -0.401 -2.385
C: -2.335 -0.914 -2.870
H: -1.085 0.678 -2.204
H: -0.232 -0.704 -3.058
H: -3.237 -0.400 -2.537
H: -4.463 -1.436 -4.395
C: -3.658 -2.162 -4.525
C: -2.470 -2.002 -3.738
C: -1.435 -2.981 -3.887
H: -0.561 -2.891 -3.233
C: -1.545 -3.981 -4.835
H: -0.732 -4.699 -4.950
C: -2.690 -4.085 -5.638
H: -2.763 -4.875 -6.382
C: -3.741 -3.171 -5.471
H: -4.636 -3.256 -6.087
C: 2.927 2.975 4.416
N: 2.418 2.921 3.068
C: 1.329 3.829 2.810
C: 2.345 1.597 2.463
C: 2.500 1.693 0.960
C: 3.476 2.598 0.513
C: 3.739 2.730 -0.853
C: 3.038 1.942 -1.768
C: 2.040 1.059 -1.312
C: 1.754 0.970 0.037
H: 3.086 4.026 4.688
H: 3.883 2.437 4.460
H: 2.237 2.524 5.152
H: 1.072 3.849 1.744
H: 0.423 3.576 3.391
H: 1.648 4.834 3.120
H: 3.180 1.011 2.888
H: 1.414 1.072 2.763
H: 4.000 3.206 1.253
H: 4.497 3.434 -1.197
H: 3.248 1.999 -2.839
H: 1.487 0.445 -2.027



ORCA calculation (wB97M-V/def2-TZVPD) on C44H50Br2F7N4O6P2S as an isolated structure in a non-equilibrium geometry.

Calculated total energy = -253195.204 eV
Total charge = +1
LUMO energy = -4.19 eV
Kohn-Sham gap = 6.1839 eV
HOMO = -10.37 eV
2S+1 = 1

Cartesian coordinates (Å):
C: -3.264 3.403 -2.879
C: -2.144 2.533 -3.545
C: -0.760 2.662 -2.910
F: -0.358 3.998 -3.111
N: -0.677 2.453 -1.468
C: 0.544 2.873 -0.886
N: 1.668 2.984 -1.498
C: 2.909 3.384 -0.835
C: 3.670 2.178 -0.288
O: 3.265 1.111 -0.222
F: 4.911 2.440 0.131
N: 0.531 3.117 0.497
C: -0.414 2.144 1.097
C: 0.249 1.688 2.454
Br: 0.602 -0.215 2.672
C: 0.601 2.504 3.442
C: 0.372 4.011 3.418
Br: 1.456 1.794 5.020
P: -2.113 2.835 1.540
C: -2.685 2.329 3.214
C: -2.268 4.651 1.213
O: -0.443 0.933 0.355
C: -0.915 1.092 -0.973
C: -2.408 0.618 -0.970
S: -2.779 -0.647 0.293
O: -3.480 -1.685 -0.423
O: -3.662 -0.060 1.263
P: -0.032 -0.264 -1.971
N: -0.782 -0.576 -3.296
O: 0.058 -1.544 -0.966
O: 1.495 0.188 -2.346
H: -4.102 2.730 -2.639
H: -3.623 4.130 -3.619
H: -2.861 3.904 -1.988
H: -2.031 2.889 -4.583
H: -2.405 1.468 -3.643
H: -0.052 2.076 -3.532
H: 1.728 2.779 -2.494
H: 2.765 4.132 -0.048
H: 3.538 3.861 -1.605
H: 0.301 4.086 0.714
H: -0.704 4.228 3.435
H: 0.759 4.404 4.374
H: 0.922 4.547 2.632
H: -2.255 1.374 3.553
H: -2.471 3.064 4.014
H: -3.777 2.185 3.216
H: -3.284 4.952 1.513
H: -2.180 4.800 0.124
H: -1.515 5.300 1.696
H: -3.040 1.494 -0.747
H: -2.741 0.231 -1.941
H: -1.658 -1.207 0.846
H: -1.098 -1.545 -3.310
H: -0.144 -2.352 -1.469
H: 2.096 -0.393 -1.841
F: -5.341 -1.102 -6.613
C: -5.609 -1.609 -5.395
C: -6.788 -2.299 -5.194
C: -7.062 -2.826 -3.939
C: -6.159 -2.647 -2.898
C: -4.979 -1.947 -3.113
C: -4.698 -1.428 -4.372
H: -7.484 -2.422 -6.015
H: -7.980 -3.375 -3.772
H: -6.375 -3.055 -1.919
H: -4.276 -1.804 -2.301
H: -3.778 -0.886 -4.562
F: 0.119 -2.970 3.171
C: 0.161 -3.839 4.208
C: 0.726 -3.435 5.401
C: 0.765 -4.325 6.466
C: 0.249 -5.606 6.319
C: -0.311 -5.997 5.110
C: -0.360 -5.106 4.047
H: 1.129 -2.434 5.493
H: 1.197 -4.019 7.409
H: 0.284 -6.300 7.149
H: -0.709 -6.997 4.994
H: -0.801 -5.390 3.099
F: -11.014 -2.120 -3.762
C: -11.248 -1.652 -5.003
C: -12.476 -1.884 -5.592
C: -12.716 -1.397 -6.870
C: -11.725 -0.696 -7.544
C: -10.494 -0.475 -6.940
C: -10.255 -0.952 -5.658
H: -13.233 -2.440 -5.054
H: -13.676 -1.566 -7.339
H: -11.913 -0.320 -8.542
H: -9.720 0.068 -7.466
H: -9.305 -0.782 -5.167
F: 9.563 2.175 0.713
C: 8.823 1.061 0.853
C: 9.456 -0.148 1.062
C: 8.692 -1.297 1.212
C: 7.307 -1.223 1.141
C: 6.684 0.000 0.925
C: 7.446 1.153 0.785
H: 10.537 -0.187 1.107
H: 9.178 -2.249 1.385
H: 6.712 -2.121 1.254
H: 5.605 0.056 0.866
H: 6.984 2.114 0.626
F: 14.067 -2.946 5.982
C: 13.016 -2.281 5.473
C: 11.742 -2.774 5.679
C: 10.657 -2.083 5.156
C: 10.861 -0.917 4.429
C: 12.149 -0.438 4.227
C: 13.235 -1.120 4.757
H: 11.605 -3.688 6.242
H: 9.653 -2.455 5.316
H: 10.013 -0.382 4.019
H: 12.307 0.469 3.657
H: 14.245 -0.757 4.618